Arrangement one

# C9H11NO

A molecular structure, C9H11NO (ωB97M-V with the def2-TZVPD basis set, the Open Molecules 2025 dataset).

The geometry in ORCA input format:
```
! RIJCOSX wB97M-V def2-TZVPD def2/J DEFGRID3
* xyz 0 1
C 3.172 0.235 -0.425
C 1.682 -1.295 0.800
C 0.904 0.872 -0.230
C -0.625 0.482 -0.171
C -1.517 1.383 0.257
C -2.796 1.174 0.298
C -3.319 -0.075 -0.118
C -2.442 -0.989 -0.562
C -1.108 -0.796 -0.528
H 3.998 -0.629 -0.523
H 3.609 0.890 0.408
H 3.149 1.042 -1.346
H 2.062 -2.084 0.290
H 0.422 -1.285 1.267
H 2.286 -1.198 1.642
H -0.906 2.245 0.737
H -3.476 2.006 0.535
H -4.606 -0.377 0.117
H -2.927 -2.107 -0.854
H -0.562 -1.404 -1.108
N 1.795 -0.118 -0.212
O 1.205 2.026 -0.275
*
```

Output
HOMO-LUMO gap in hartree: 0.371
E_HOMO in eV: -9.36

***

Arrangement two

# C9H11NO

C9H11NO in the gas phase (ωB97M-V with the def2-TZVPD basis set, the Open Molecules 2025 dataset).

The geometry in ORCA input format:
```
! RIJCOSX wB97M-V def2-TZVPD def2/J DEFGRID3
* xyz 0 1
C 2.253 0.514 0.428
C 1.283 0.501 1.339
C -1.729 -0.299 -0.794
C 0.777 -0.395 -1.370
C -2.296 1.329 0.749
C 1.582 0.860 -0.892
C 0.053 0.805 0.538
C -0.312 -0.453 -0.276
C -0.305 -1.740 0.551
N -2.556 0.485 -0.272
O 0.528 1.695 -0.465
H 3.299 0.310 0.542
H 1.312 0.262 2.383
H -2.056 -0.942 -1.602
H 0.358 -0.198 -2.358
H 1.379 -1.299 -1.400
H -2.544 1.013 1.749
H -2.327 2.380 0.519
H 2.205 1.334 -1.648
H 0.716 -2.078 0.706
H -0.867 -2.527 0.050
H -0.758 -1.555 1.522
*
```

Output
HOMO-LUMO gap (spin up / spin down) in hartree: 0.311 / 0.311
E_HOMO (spin up / spin down) in eV: -7.64 / -7.63

***

Most stable = arrangement one

***

Arrangement one

# C2H7N5O

C2H7N5O in the gas phase (ωB97M-V with the def2-TZVPD basis set, the Open Molecules 2025 dataset).

The geometry in ORCA input format:
```
! RIJCOSX wB97M-V def2-TZVPD def2/J DEFGRID3
* xyz 0 1
H -2.710 0.038 0.104
N -2.318 -0.811 -0.296
C -1.055 -0.825 -0.158
N -0.159 -1.704 -0.642
N 0.813 -0.891 -1.087
O 2.059 -1.431 -0.770
N -0.178 0.430 0.063
C 0.561 0.594 1.307
N -0.454 1.609 -0.660
H 1.827 -2.243 -0.282
H 1.190 1.488 1.309
H 1.212 -0.260 1.490
H -0.142 0.664 2.139
H 0.421 1.942 -1.069
H -1.065 1.399 -1.448
*
```

Output
SMILES: [H]/N=C(/N=N/O)N(C)N
HOMO-LUMO gap (spin up / spin down) in hartree: 0.285 / 0.285
E_HOMO (spin up / spin down) in eV: -8.09 / -8.09

***

Arrangement two

# C2H7N5O

C2H7N5O in the gas phase (ωB97M-V with the def2-TZVPD basis set, the Open Molecules 2025 dataset).

The geometry in ORCA input format:
```
! RIJCOSX wB97M-V def2-TZVPD def2/J DEFGRID3
* xyz 0 1
H 0.628 0.084 -3.287
N 0.392 0.001 -2.282
C 1.214 0.839 -1.678
N 1.288 1.132 -0.370
N 0.393 0.955 0.701
C -0.396 -0.068 0.747
N -0.425 -1.164 -0.032
N -1.429 0.057 1.686
O -1.894 -1.155 2.273
H 1.991 1.475 -2.249
H 1.950 1.772 -0.080
H -0.442 -1.090 -1.107
H -1.080 -1.937 0.415
H -1.037 0.628 2.436
H -1.152 -1.528 2.828
*
```

Output
SMILES: [H]/N=C/N/N=C(\N)NO
HOMO-LUMO gap in hartree: 0.323
E_HOMO in eV: -8.03

***

Most stable = arrangement two

***

Arrangement one

# C4H10N2S

C4H10N2S in the gas phase (ωB97M-V with the def2-TZVPD basis set, the Open Molecules 2025 dataset).

The geometry in ORCA input format:
```
! RIJCOSX wB97M-V def2-TZVPD def2/J DEFGRID3
* xyz 0 1
C 0.311 2.019 -0.322
C 0.241 0.903 0.709
N -0.586 -0.230 0.200
C -1.057 -1.117 1.233
N -0.252 -0.737 -1.020
C 0.871 -1.498 -1.234
S 1.360 -2.153 -2.641
H -0.633 2.557 -0.431
H 1.103 2.670 -0.100
H 0.504 1.549 -1.277
H -0.187 1.349 1.606
H 1.209 0.515 0.959
H -1.774 -1.808 0.727
H -0.224 -1.568 1.700
H -1.607 -0.535 2.015
H -0.608 -0.294 -1.852
H 1.328 -1.622 -0.272
*
```

Output
SMILES: CCN(C)NC=S
HOMO-LUMO gap in hartree: 0.338
E_HOMO in eV: -8.49

***

Arrangement two

# C4H10N2S

C4H10N2S in the gas phase (ωB97M-V with the def2-TZVPD basis set, the Open Molecules 2025 dataset).

The geometry in ORCA input format:
```
! RIJCOSX wB97M-V def2-TZVPD def2/J DEFGRID3
* xyz 0 1
C -1.563 -1.077 -0.840
N -0.345 -1.054 -0.127
N -0.011 0.214 0.413
C -0.774 0.972 1.421
C 1.185 0.759 0.051
C 1.965 -0.003 -0.851
S 1.558 2.226 0.732
H -1.550 -0.231 -1.628
H -2.427 -0.819 -0.161
H -1.758 -1.967 -1.387
H -0.080 -1.766 0.594
H -0.142 1.142 2.271
H -1.595 0.320 1.641
H -1.094 1.916 0.907
H 2.414 -0.810 -0.225
H 1.335 -0.415 -1.729
H 2.883 0.595 -1.082
*
```

Output
SMILES: CNN(C)C(C)=S
HOMO-LUMO gap in hartree: 0.318
E_HOMO in eV: -7.90

***

Arrangement three

# C4H10N2S

2 unconnected molecules or ions with the total composition C4H10N2S (ωB97M-V with the def2-TZVPD basis set, the Open Molecules 2025 dataset).

The geometry in ORCA input format:
```
! RIJCOSX wB97M-V def2-TZVPD def2/J DEFGRID3
* xyz 0 1
C 0.736 -0.791 0.925
C 0.669 0.631 0.273
C -0.326 1.603 0.523
C -0.605 0.542 -0.602
H 2.624 -1.461 -0.319
H 0.959 -2.059 -1.107
H -0.359 -1.147 1.365
H 1.405 -0.394 1.838
H 2.300 0.209 -0.997
H 2.280 1.511 -0.010
H -0.938 1.512 1.423
H -0.501 2.718 -0.070
H -0.410 0.899 -1.603
H -2.476 0.182 1.520
N 1.545 -1.666 -0.083
N 1.667 1.025 -0.577
S -1.889 -0.587 -0.259
*
```

Output
HOMO-LUMO gap in hartree: 0.262
E_HOMO in eV: -7.97

***

Arrangement four

# C4H10N2S

2 unconnected molecules or ions with the total composition C4H10N2S (ωB97M-V with the def2-TZVPD basis set, the Open Molecules 2025 dataset).

The geometry in ORCA input format:
```
! RIJCOSX wB97M-V def2-TZVPD def2/J DEFGRID3
* xyz 0 1
C 2.030 0.242 0.753
N 2.032 1.025 -0.318
S 2.492 0.686 -1.916
H 1.456 0.572 1.577
H 2.429 -0.664 0.641
H 1.511 1.870 -0.478
C -1.120 1.342 0.708
C -0.905 -0.032 0.281
N -0.387 -0.333 -0.822
C -0.101 -1.674 -1.100
H -2.079 1.428 1.138
H -1.017 1.915 -0.207
H -0.440 1.883 1.407
H -0.970 -0.769 1.137
H -0.975 -2.008 -1.639
H 0.867 -1.774 -1.771
H 0.102 -2.291 -0.245
*
```

Output
SMILES: C=[NH+][S-].C/C=N/C
HOMO-LUMO gap in hartree: 0.287
E_HOMO in eV: -7.88

***

Most stable = arrangement one

***

Arrangement one

# C3H6ClFO

2 unconnected molecules or ions with the total composition C3H6ClFO (ωB97M-V with the def2-TZVPD basis set, the Open Molecules 2025 dataset).

The geometry in ORCA input format:
```
! RIJCOSX wB97M-V def2-TZVPD def2/J DEFGRID3
* xyz 0 1
C -0.101 1.576 1.002
C -0.445 -1.904 -0.722
C 0.724 1.057 -0.003
O -0.154 -1.187 0.345
F 2.029 0.831 0.347
Cl 0.620 1.211 -1.646
H 0.477 1.965 1.861
H -0.490 0.800 1.542
H -1.000 2.044 0.567
H 0.441 -2.530 -1.246
H -0.834 -1.277 -1.541
H -1.267 -2.586 -0.506
*
```

Output
HOMO-LUMO gap (spin up / spin down) in hartree: 0.266 / 0.266
E_HOMO (spin up / spin down) in eV: -8.31 / -8.32

***

Arrangement two

# C3H6ClFO

C3H6ClFO in the gas phase (ωB97M-V with the def2-TZVPD basis set, the Open Molecules 2025 dataset).

The geometry in ORCA input format:
```
! RIJCOSX wB97M-V def2-TZVPD def2/J DEFGRID3
* xyz 0 1
C 1.362 -0.856 -0.529
O 1.041 0.403 0.027
C -0.137 0.394 0.887
C -1.421 0.586 -0.053
F -1.372 -0.321 -1.043
Cl -1.323 2.196 -0.773
H 1.410 -1.623 0.285
H 0.767 -1.154 -1.374
H 2.434 -0.728 -0.875
H -0.365 -0.551 1.366
H -0.038 1.266 1.593
H -2.357 0.387 0.488
*
```

Output
SMILES: COC[C@H](F)Cl
HOMO-LUMO gap in hartree: 0.405
E_HOMO in eV: -10.09

***

Most stable = arrangement two

***

Arrangement one

# C2O3

2 unconnected molecules or ions with the total composition C2O3 (ωB97M-V with the def2-TZVPD basis set, the Open Molecules 2025 dataset).

The geometry in ORCA input format:
```
! RIJCOSX wB97M-V def2-TZVPD def2/J DEFGRID3
* xyz 0 1
C 1.081 0.073 0.188
C -1.722 0.552 -0.212
O 1.410 0.238 1.307
O -1.507 -0.554 -0.130
O 0.781 -0.129 -0.873
*
```

Output
HOMO-LUMO gap in hartree: 0.500
E_HOMO in eV: -12.94

***

Arrangement two

# C2O3

C2O3 in the gas phase (ωB97M-V with the def2-TZVPD basis set, the Open Molecules 2025 dataset).

The geometry in ORCA input format:
```
! RIJCOSX wB97M-V def2-TZVPD def2/J DEFGRID3
* xyz 0 1
O 1.824 0.452 0.000
C 0.706 0.100 0.000
O 0.000 -1.103 0.000
C -0.706 0.100 0.000
O -1.825 0.452 0.000
*
```

Output
SMILES: O=c1oc1=O
HOMO-LUMO gap in hartree: 0.401
E_HOMO in eV: -11.43

***

Most stable = arrangement one

***

Arrangement one

# FH3N2O2S

A molecular structure, FH3N2O2S (ωB97M-V with the def2-TZVPD basis set, the Open Molecules 2025 dataset).

The geometry in ORCA input format:
```
! RIJCOSX wB97M-V def2-TZVPD def2/J DEFGRID3
* xyz 0 1
N -0.815 -0.267 -1.468
N -0.509 0.536 -0.632
O 1.687 -0.018 -1.778
O 1.702 -0.658 0.569
F 0.413 -0.062 2.531
S 1.721 0.480 -0.407
H 0.172 -0.483 -1.888
H 0.979 -0.334 1.768
H -1.155 0.757 0.066
*
```

Output
HOMO-LUMO gap in hartree: 0.365
E_HOMO in eV: -10.96

***

Arrangement two

# FH3N2O2S

A molecular structure, FH3N2O2S (ωB97M-V with the def2-TZVPD basis set, the Open Molecules 2025 dataset).

The geometry in ORCA input format:
```
! RIJCOSX wB97M-V def2-TZVPD def2/J DEFGRID3
* xyz 0 1
N -0.424 1.265 0.493
N -0.510 -0.016 0.854
O 0.632 -2.279 0.081
O 1.738 -0.087 -0.232
F -0.427 -0.411 -1.800
S 0.606 -0.893 -0.063
H 0.562 1.528 0.559
H -0.746 1.197 -0.547
H -1.433 -0.304 0.653
*
```

Output
HOMO-LUMO gap in hartree: 0.369
E_HOMO in eV: -10.72

***

Most stable = arrangement one